Here is 2 unconnected molecules or ions with the total composition C10H15NO2 at a distorted geometry from the Open Molecules 2025 dataset. Energies are from wB97M-V/def2-TZVPD.

Each line ends with the natural charge from an NBO analysis.
Element x y z (Å)
C (-0.94390, 2.34922, -1.55860)  -0.52
C (0.23000, 1.52048, -1.13677)  -0.61
C (-2.14819, 1.57252, -1.23410)  0.67
O (-2.84922, 1.11847, -2.12970)  -0.62
N (-2.73098, 1.54595, 0.02509)  -0.83
H (-0.74479, 3.33448, -1.14788)  0.23
H (-0.96630, 2.50105, -2.64673)  0.24
H (0.23088, 0.46370, -1.45115)  0.22
H (-3.67912, 1.22437, 0.07784)  0.41
H (-2.29804, 2.02420, 0.79432)  0.38
H (0.36852, 1.40495, -0.07685)  0.22
H (1.20596, 1.85057, -1.54462)  0.21
C (3.69385, -0.36671, 0.01253)  -0.64
C (1.80149, -1.87112, -0.15888)  -0.17
C (2.33628, -0.83080, 0.57120)  -0.06
C (0.49332, -2.19671, 0.18026)  -0.28
C (-0.13946, -1.49339, 1.18302)  0.29
C (1.68563, -0.06580, 1.53554)  -0.20
C (0.34284, -0.38202, 1.84669)  -0.27
O (-1.47710, -1.81819, 1.39697)  -0.67
H (2.34735, -2.20160, -1.03933)  0.22
H (0.03354, -3.01896, -0.34211)  0.21
H (4.51758, -1.03650, -0.20754)  0.22
H (4.12594, 0.46283, 0.60610)  0.21
H (2.24488, 0.75769, 1.96159)  0.22
H (-1.61836, -2.64196, 0.92105)  0.47
H (-0.16832, 0.12672, 2.66013)  0.23
H (3.49528, -0.12420, -1.10532)  0.21

As for the net charge: 0. Its spin multiplicity is 1. The value obtained for the largest force on an atom is 0.086 hartree/bohr. As for the HOMO-LUMO gap: 9.27 eV. Its relative energy (zero: lowest compared OMol25 entry of this formula, charge and spin) is 32.5 kcal per mole.

Here is 10 unconnected molecules or ions with the total composition C44H80ClF6N14O2P at a distorted geometry from the Open Molecules 2025 dataset. Energies are from wB97M-V/def2-TZVPD.

Each line ends with the Löwdin charge.
Element x y z (Å)
C (-6.91143, 4.32505, -3.24488)  -0.06
C (-5.54826, 4.81980, -3.68640)  -0.15
N (-4.54414, 3.75464, -3.45288)  -0.06
C (-3.81545, 3.64185, -2.29473)  -0.01
C (-3.00150, 2.57283, -2.50452)  -0.01
N (-3.18220, 2.10619, -3.77960)  -0.06
C (-4.15133, 2.83884, -4.34654)  0.03
C (-2.50988, 0.95762, -4.32691)  0.01
H (-7.71340, 5.06103, -3.32091)  0.09
H (-6.96794, 3.94174, -2.22648)  0.08
H (-7.25736, 3.52847, -3.90691)  0.09
H (-5.19487, 5.75559, -3.25235)  0.13
H (-5.43929, 5.07162, -4.74320)  0.13
H (-3.97685, 4.24094, -1.41912)  0.12
H (-2.32818, 2.01173, -1.86676)  0.11
H (-4.53272, 2.71499, -5.34586)  0.18
H (-1.56854, 1.20619, -4.82298)  0.08
H (-3.13511, 0.49297, -5.08548)  0.10
H (-2.27668, 0.27351, -3.51599)  0.08
C (3.12385, 2.00944, 2.27316)  -0.05
C (1.62430, 2.27652, 2.01767)  -0.14
N (1.48924, 3.47683, 1.17260)  -0.04
C (1.95048, 4.70405, 1.58993)  -0.03
C (1.80524, 5.56084, 0.55487)  -0.01
N (1.35750, 4.83747, -0.52094)  -0.07
C (1.21259, 3.55986, -0.13745)  -0.01
C (1.03472, 5.43336, -1.83337)  0.03
H (3.42614, 2.48679, 3.20445)  0.08
H (3.75731, 2.44803, 1.49792)  0.07
H (3.39512, 0.95605, 2.20872)  0.05
H (1.12591, 2.43076, 2.97031)  0.11
H (1.13507, 1.49313, 1.43390)  0.09
H (2.25382, 4.85758, 2.61148)  0.14
H (2.05165, 6.59630, 0.38414)  0.14
H (0.95072, 2.79583, -0.86448)  0.12
H (1.13988, 6.51301, -1.80604)  0.10
H (-0.01082, 5.17413, -1.98700)  0.09
H (1.60475, 4.99123, -2.64853)  0.06
C (1.54121, -0.58362, 4.14475)  -0.05
C (1.91802, 0.13263, 5.44675)  -0.14
N (2.86690, -0.65977, 6.25057)  -0.04
C (4.19073, -0.83240, 5.85629)  0.01
C (4.73401, -1.69565, 6.76472)  0.01
N (3.73267, -2.13277, 7.59266)  -0.08
C (2.62202, -1.47479, 7.27625)  0.00
C (3.91075, -3.09504, 8.68243)  0.05
H (2.43056, -0.69245, 3.52258)  0.04
H (0.77559, -0.03225, 3.60077)  0.06
H (1.23674, -1.62978, 4.21729)  0.09
H (1.10132, 0.25684, 6.16879)  0.12
H (2.20172, 1.18007, 5.34628)  0.12
H (4.66712, -0.26544, 5.07876)  0.13
H (5.72328, -2.11609, 6.84362)  0.15
H (1.70552, -1.65783, 7.81467)  0.18
H (4.34451, -2.54809, 9.51376)  0.12
H (4.48914, -3.94286, 8.32125)  0.11
H (2.95056, -3.55788, 8.90602)  0.11
C (-0.11160, -4.93787, -0.68034)  -0.04
C (-1.14017, -3.90529, -0.19259)  -0.14
N (-1.53120, -4.16995, 1.21376)  -0.04
C (-1.09952, -3.41730, 2.24575)  -0.02
C (-1.67450, -3.94357, 3.37980)  -0.01
N (-2.40995, -5.03902, 2.97708)  -0.08
C (-2.29227, -5.16773, 1.63994)  0.02
C (-3.25704, -5.87001, 3.82716)  0.02
H (0.44774, -4.45331, -1.47718)  0.07
H (-0.64008, -5.83224, -1.00626)  0.09
H (0.58290, -5.28340, 0.08633)  0.08
H (-2.04777, -3.83442, -0.79290)  0.10
H (-0.81868, -2.86357, -0.16202)  0.09
H (-0.54769, -2.49486, 2.13286)  0.10
H (-1.68933, -3.65530, 4.41585)  0.13
H (-2.72115, -5.92744, 1.00774)  0.18
H (-4.01354, -6.29601, 3.16968)  0.11
H (-3.77952, -5.28138, 4.57763)  0.10
H (-2.76874, -6.69886, 4.33588)  0.11
C (-3.36065, 5.84472, 2.35932)  -0.05
C (-2.16636, 4.96914, 1.95331)  -0.16
N (-2.23758, 3.70687, 2.69344)  -0.05
C (-1.75332, 3.46432, 3.94413)  -0.02
C (-1.85782, 2.12580, 4.17580)  0.00
N (-2.42691, 1.57100, 3.04359)  -0.06
C (-2.64651, 2.53746, 2.16782)  0.00
C (-2.73240, 0.16266, 2.83238)  0.03
H (-3.33153, 6.84293, 1.91860)  0.09
H (-3.32372, 6.00849, 3.43646)  0.09
H (-4.33597, 5.46021, 2.06479)  0.09
H (-1.20217, 5.42068, 2.18074)  0.12
H (-2.17876, 4.75857, 0.88495)  0.12
H (-1.32903, 4.24489, 4.55370)  0.14
H (-1.61686, 1.54286, 5.04589)  0.13
H (-3.02750, 2.45766, 1.16366)  0.17
H (-2.34387, -0.43327, 3.65587)  0.09
H (-2.18287, -0.21263, 1.96547)  0.08
H (-3.81139, 0.07510, 2.73638)  0.11
C (4.67051, -1.94513, 2.49814)  -0.07
C (5.24954, -1.94614, 1.08485)  -0.14
N (4.75638, -0.79476, 0.33868)  -0.05
C (3.50965, -0.64411, -0.20418)  -0.02
C (3.45263, 0.49396, -0.93637)  -0.01
N (4.69429, 1.06621, -0.80104)  -0.08
C (5.48636, 0.25384, -0.07498)  0.01
C (5.11678, 2.37424, -1.36693)  0.06
H (3.62591, -2.26626, 2.51073)  0.07
H (4.70624, -0.95371, 2.94937)  0.05
H (5.14896, -2.64223, 3.18601)  0.09
H (5.10573, -2.91371, 0.60781)  0.14
H (6.33580, -1.85702, 1.11117)  0.13
H (2.77638, -1.39424, 0.05173)  0.13
H (2.59254, 0.89450, -1.45616)  0.08
H (6.50968, 0.51644, 0.13751)  0.17
H (4.50413, 2.52362, -2.25302)  0.10
H (6.18680, 2.33818, -1.53958)  0.11
H (4.87854, 3.10361, -0.59389)  0.09
C (2.84535, -2.35533, -5.49468)  -0.05
C (1.48430, -1.74528, -5.13337)  -0.17
N (0.45841, -2.22633, -6.04059)  -0.04
C (0.30722, -1.79342, -7.32446)  -0.02
C (-0.57504, -2.59108, -7.98349)  0.03
N (-1.12351, -3.39289, -6.99840)  -0.08
C (-0.47633, -3.18233, -5.85939)  -0.02
C (-2.07256, -4.48143, -7.19694)  0.03
H (3.15129, -2.17698, -6.51938)  0.08
H (2.79274, -3.42677, -5.27988)  0.08
H (3.57335, -2.03693, -4.74726)  0.08
H (1.56494, -0.65562, -5.15407)  0.09
H (1.17091, -1.96937, -4.11393)  0.11
H (0.93278, -0.99544, -7.69193)  0.15
H (-0.89506, -2.69835, -9.00457)  0.14
H (-0.63418, -3.75389, -4.95940)  0.15
H (-3.06095, -4.08430, -7.40747)  0.11
H (-2.07935, -5.10568, -6.30705)  0.10
H (-1.72002, -5.12419, -8.00239)  0.11
C (0.10732, -0.66283, -1.47940)  -0.04
C (-0.28442, 0.01472, -0.15416)  -0.72
O (0.01860, -0.59096, 0.91680)  -0.11
O (-0.99201, 1.04764, -0.26631)  -0.08
H (-0.53642, -1.41059, -1.94828)  0.06
H (1.15164, -0.97510, -1.41724)  0.04
H (0.08116, 0.05557, -2.30757)  0.02
Cl (1.34217, 2.23050, -3.87211)  -0.52
P (-3.44835, -2.86490, -3.33667)  0.19
F (-2.11027, -3.80294, -3.12549)  -0.20
F (-2.75618, -2.00173, -4.53498)  -0.18
F (-3.88614, -3.95957, -4.44188)  -0.15
F (-4.76685, -1.99445, -3.55778)  -0.13
F (-4.10184, -3.72472, -2.08512)  -0.18
F (-2.90698, -1.81791, -2.22254)  -0.17

As for the net charge: +4. Its spin multiplicity is 1. The value obtained for the largest force on an atom is 0.041 hartree/bohr. As for the HOMO-LUMO gap: 7.21 eV.

Here is a single C5H10O molecule from the Open Molecules 2025 dataset. Energies are from wB97M-V/def2-TZVPD.

Each line ends with the natural charge from an NBO analysis.
Element x y z (Å)
C (2.19164, -0.18216, 0.19363)  -0.64
C (1.12721, 0.88496, 0.40768)  -0.06
O (0.07155, 0.84162, -0.53605)  -0.52
C (-0.68108, -0.32010, -0.38969)  0.07
C (-1.42622, -0.54230, 0.89644)  -0.46
C (-2.16578, -0.20434, -0.37424)  -0.43
H (2.99212, -0.04828, 0.92867)  0.21
H (2.62078, -0.12043, -0.81140)  0.21
H (1.77731, -1.18677, 0.33310)  0.21
H (0.69482, 0.76770, 1.40995)  0.16
H (1.55444, 1.88876, 0.33655)  0.19
H (-0.24749, -1.19652, -0.87389)  0.18
H (-1.46962, -1.54816, 1.30300)  0.22
H (-1.38562, 0.24104, 1.64927)  0.22
H (-2.74863, -0.98135, -0.85951)  0.21
H (-2.57064, 0.80100, -0.44511)  0.23

As for the net charge: 0. Its spin multiplicity is 1. The value obtained for the largest force on an atom is 0.006 hartree/bohr. As for the HOMO-LUMO gap: 10.93 eV. Its relative energy (zero: lowest compared OMol25 entry of this formula, charge and spin) is 34.5 kcal per mole.

Here is a gas-phase ion, C4H10N4O2 (charge +2) at a distorted geometry from the Open Molecules 2025 dataset. Energies are from wB97M-V/def2-TZVPD.

Each line ends with the natural charge from an NBO analysis.
Element x y z (Å)
C (-4.00958, -0.74024, 0.21617)  -0.08
C (-0.40011, 0.54899, -0.16832)  0.13
C (-2.62628, -0.34783, 0.18489)  0.65
C (1.92918, 1.12569, -0.70891)  -0.48
N (-0.82222, 2.11894, 0.01921)  0.22
N (-1.32912, -0.29023, 0.49253)  -0.54
N (1.27094, -0.96789, 0.46874)  -0.66
N (1.10409, 0.46717, 0.33393)  -0.18
O (-1.88873, 2.29915, 0.42655)  -0.13
O (-3.29942, -0.04445, -0.87260)  -0.34
H (-4.11546, -1.81881, -0.10421)  0.29
H (-4.62734, -0.01143, 0.77114)  0.29
H (-0.47251, 0.38621, -1.19891)  0.24
H (1.72672, 0.69388, -1.59297)  0.23
H (1.69656, 2.22705, -0.96195)  0.29
H (3.01844, 1.29398, -0.39709)  0.29
H (-1.27381, -0.64573, 1.41683)  0.47
H (2.11705, -1.14736, 0.97889)  0.42
H (1.20965, -1.58721, -0.32065)  0.43
H (1.14684, 1.05503, 1.12534)  0.46

As for the net charge: +2. Its spin multiplicity is 1. The value obtained for the largest force on an atom is 0.114 hartree/bohr. As for the HOMO-LUMO gap: 9.28 eV. Its relative energy (zero: lowest compared OMol25 entry of this formula, charge and spin) is 153.2 kcal per mole.

Here is 2 unconnected molecules or ions with the total composition C7H18N3OP at a distorted geometry from the Open Molecules 2025 dataset. Energies are from wB97M-V/def2-TZVPD.

Each line ends with the natural charge from an NBO analysis.
Element x y z (Å)
C (2.30780, 0.56839, -0.48456)  0.33
C (1.88019, 1.02968, -1.84834)  -0.66
C (2.31806, -1.82313, 0.15602)  -0.59
C (-2.54645, -1.12342, 1.05813)  -0.59
C (-2.74818, 0.42188, -0.81484)  -0.61
C (1.55649, -0.46404, 0.32719)  -0.12
C (-2.34826, 0.34825, 0.61657)  -0.57
N (3.23873, 1.22943, 0.01120)  -0.69
N (1.00465, 2.97903, 1.72276)  -0.42
N (0.15067, -0.36465, 0.14046)  -0.96
O (-0.32230, 0.70131, 2.33589)  -0.99
P (-0.65296, 0.99429, 0.80449)  1.37
H (2.40170, 1.97691, -2.21075)  0.25
H (2.09649, 0.16544, -2.59630)  0.21
H (0.88345, 1.08126, -1.83147)  0.21
H (2.06555, -2.20866, -0.82847)  0.20
H (2.09507, -2.39670, 0.99694)  0.22
H (3.28556, -1.60090, -0.01067)  0.22
H (-2.27532, -1.77408, 0.27126)  0.20
H (-1.93846, -1.43708, 1.97996)  0.22
H (-3.46473, -1.16931, 1.42827)  0.21
H (-3.74917, 0.24225, -1.02900)  0.22
H (-2.30709, -0.43737, -1.33725)  0.19
H (-2.57540, 1.41946, -1.14807)  0.22
H (1.59344, -0.23412, 1.32299)  0.21
H (-3.08532, 0.95457, 1.10415)  0.23
H (3.61484, 1.12944, 0.94429)  0.35
H (1.86104, 2.89604, 1.16971)  0.26
H (-0.13461, -0.69246, -0.77590)  0.38
H (0.16235, 1.38839, 2.68400)  0.51

As for the net charge: 0. Its spin multiplicity is 1. The value obtained for the largest force on an atom is 0.100 hartree/bohr. As for the HOMO-LUMO gap (spin up / spin down): 7.14 / 7.03 eV. Its relative energy (zero: lowest compared OMol25 entry of this formula, charge and spin) is 110.5 kcal per mole.

Here is a single C3H5FOS molecule at a distorted geometry from the Open Molecules 2025 dataset. Energies are from wB97M-V/def2-TZVPD.

Each line ends with the natural charge from an NBO analysis.
Element x y z (Å)
C (-1.43677, 1.28881, -0.03158)  -0.26
C (0.10323, -0.51868, 0.02554)  0.26
C (1.60433, -0.97636, 0.04523)  -0.01
H (-1.91743, 1.03935, -0.99479)  0.20
H (-1.36586, 2.38232, 0.07448)  0.21
H (-1.94934, 0.76207, 0.70953)  0.20
H (1.80842, -1.36807, 0.99034)  0.19
H (1.76951, -1.69545, -0.72495)  0.20
O (-0.08969, 0.77572, 0.05312)  -0.46
F (2.43248, 0.14486, -0.10642)  -0.36
S (-0.95889, -1.83457, -0.04050)  -0.18

As for the net charge: 0. Its spin multiplicity is 1. The value obtained for the largest force on an atom is 0.065 hartree/bohr. As for the HOMO-LUMO gap: 9.40 eV. Its relative energy (zero: lowest compared OMol25 entry of this formula, charge and spin) is 18.1 kcal per mole.

Here is a molecular structure, AlN2O14S2Zn2 at a distorted geometry from the Open Molecules 2025 dataset. Energies are from wB97M-V/def2-TZVPD.

Each line ends with the natural charge from an NBO analysis.
Element x y z (Å)
Al (2.32310, 2.74134, -0.69615)  2.15
Zn (0.86552, -0.46781, -0.11782)  1.73
Zn (-3.24189, -0.47988, -0.44669)  1.71
S (3.13340, 0.00739, -1.77655)  2.51
O (1.86754, -0.79498, -2.03945)  -0.99
O (3.55115, 0.13725, -0.42508)  -0.90
O (3.98912, 0.20144, -2.89539)  -0.82
O (2.34513, 1.64682, -1.86802)  -1.36
S (1.62289, 0.56824, 2.14397)  2.56
O (1.90313, 0.20336, 3.53299)  -0.78
O (0.20268, 0.40610, 1.75438)  -1.11
O (1.98124, 1.94184, 1.66679)  -0.97
O (2.26036, -0.39678, 1.31465)  -1.09
N (-4.19967, -2.89081, 0.93634)  0.74
O (-3.61552, -3.91974, 0.69709)  -0.34
O (-5.21899, -2.81624, 1.49633)  -0.28
O (-3.38513, -1.76694, 0.59170)  -0.95
N (-1.62021, 1.50127, -0.96688)  0.72
O (-1.05739, 0.13334, -1.05211)  -0.78
O (-0.85445, 2.42329, -1.03296)  -0.31
O (-2.85199, 1.62151, -0.81715)  -0.46

As for the net charge: +1. Its spin multiplicity is 1. The value obtained for the largest force on an atom is 0.096 hartree/bohr. As for the HOMO-LUMO gap: 4.40 eV.

Here is a single C4H7N3O molecule at a distorted geometry from the Open Molecules 2025 dataset. Energies are from wB97M-V/def2-TZVPD.

Each line ends with the natural charge from an NBO analysis.
Element x y z (Å)
C (1.08457, 0.59293, 0.10846)  0.23
C (-2.12673, -0.99045, 0.00975)  -0.09
C (-2.35648, 0.57313, -0.38698)  -0.32
C (-1.24017, 1.21416, 0.03316)  -0.04
H (3.74206, -0.08661, 0.66805)  0.35
H (3.67723, -0.56950, -0.87910)  0.36
H (1.36981, 1.61934, 0.38800)  0.18
H (-2.45486, -1.11802, 1.06522)  0.17
H (-2.46553, -1.84717, -0.59086)  0.21
H (-3.17592, 1.19470, -0.69721)  0.23
H (-0.96620, 2.25179, 0.11814)  0.23
N (3.21141, -0.03188, -0.21463)  -0.70
N (1.87908, -0.39403, -0.04662)  -0.31
N (-0.28877, 0.26127, 0.38379)  -0.16
O (-0.68823, -1.07884, 0.06045)  -0.34

As for the net charge: 0. Its spin multiplicity is 1. The value obtained for the largest force on an atom is 0.061 hartree/bohr. As for the HOMO-LUMO gap: 8.90 eV. Its relative energy (zero: lowest compared OMol25 entry of this formula, charge and spin) is 120.0 kcal per mole.